Record 1
{
  "formula": "C5H14O3",
  "method": "wB97M-V/def2-TZVPD",
  "lumo_energy_ev": 0.9,
  "e_homo_ev": -9.960,
  "total_energy_ev": -11553.3606,
  "smiles": "OCCCO.COC",
  "molar_mass_g_mol": 122.2,
  "homo_lumo_gap_ha": 0.397,
  "symbols": ["O", "C", "C", "C", "O", "H", "H", "H", "H", "H", "H", "H", "H", "C", "O", "C", "H", "H", "H", "H", "H", "H"],
  "positions_angstrom": [[2.682132, 0.495104, -0.934030], [3.073473, -0.686293, -0.243543], [1.955008, -1.284038, 0.601858], [1.586534, -0.421222, 1.799838], [1.116290, 0.885565, 1.428299], [2.270264, 1.076890, -0.261502], [3.385452, -1.405480, -1.025143], [3.951144, -0.488469, 0.401440], [1.064378, -1.446595, -0.035167], [2.281909, -2.271149, 0.981581], [0.836539, -0.929295, 2.436093], [2.483031, -0.232963, 2.421364], [0.244025, 0.772838, 0.996027], [-3.799595, 0.636139, -0.115365], [-2.421166, 0.438972, -0.359736], [-2.122780, 0.658796, -1.724037], [-3.979710, 0.453562, 0.957401], [-4.420164, -0.063367, -0.700339], [-4.111267, 1.666928, -0.353993], [-2.671693, -0.039744, -2.377764], [-2.362784, 1.690557, -2.031414], [-1.041018, 0.493264, -1.861868]],
  "forces_ev_per_a": [[-0.2, 0.2, 0.6], [0.2, -0.2, -0.3], [-0.1, -0.3, -0.1], [0.1, 0.1, 0.4], [-0.6, -0.4, -0.3], [0.2, -0.3, -0.4], [-0.1, 0.3, 0.4], [-0.2, -0.1, -0.2], [0.3, 0.0, 0.2], [-0.2, 0.3, -0.2], [0.3, 0.2, -0.2], [-0.4, -0.1, -0.3], [0.6, 0.1, 0.3], [-0.2, -0.1, 0.5], [-0.2, 0.1, -0.2], [0.5, 0.0, -0.2], [0.1, 0.1, -0.5], [0.2, 0.1, 0.1], [0.1, -0.2, 0.0], [0.1, 0.1, 0.2], [0.0, -0.2, 0.1], [-0.5, 0.1, 0.1]],
  "nbo_charge": [-0.736, -0.061, -0.460, -0.067, -0.742, 0.485, 0.180, 0.152, 0.205, 0.216, 0.170, 0.177, 0.478, -0.252, -0.547, -0.256, 0.194, 0.166, 0.167, 0.166, 0.167, 0.197]
}



Record 2
{
  "formula": "C12H25N5O3",
  "method": "wB97M-V/def2-TZVPD",
  "lumo_energy_ev": 0.6,
  "e_homo_ev": -8.908,
  "total_energy_ev": -26443.5564,
  "smiles": "[H]/N=C(/N)NCCC[C@H](N)C(=O)N[C@@H](CC(C)C)C(=O)O",
  "molar_mass_g_mol": 287.4,
  "homo_lumo_gap_ha": 0.349,
  "symbols": ["H", "N", "C", "N", "N", "C", "C", "C", "C", "N", "C", "O", "N", "C", "C", "C", "C", "C", "C", "O", "O", "H", "H", "H", "H", "H", "H", "H", "H", "H", "H", "H", "H", "H", "H", "H", "H", "H", "H", "H", "H", "H", "H", "H", "H"],
  "positions_angstrom": [[0.032238, -3.055603, 0.774871], [-0.574130, -2.885093, 1.581887], [-0.178350, -1.856879, 2.244016], [-0.786884, -1.437031, 3.487605], [1.021332, -1.204470, 1.999173], [1.881928, -0.577942, 2.990911], [3.011499, 0.137116, 2.298944], [2.551150, 1.297977, 1.364492], [2.593765, 1.046808, -0.141873], [2.497907, 2.317410, -0.905629], [1.566223, -0.073251, -0.568315], [1.858801, -1.212915, -0.659161], [0.308583, 0.450849, -0.782314], [-0.713091, -0.372000, -1.284864], [-2.088795, -0.140451, -0.545185], [-2.887926, 1.123705, -0.938273], [-2.197218, 2.472275, -0.691039], [-4.269566, 1.086749, -0.209660], [-0.881944, -0.263321, -2.799505], [-0.522004, 0.698662, -3.395736], [-1.443395, -1.322252, -3.469147], [-1.647310, -1.978757, 3.622395], [-0.931710, -0.430704, 3.510318], [1.500588, -1.836764, 1.329570], [2.357227, -1.259052, 3.689854], [1.268273, 0.100080, 3.567343], [3.699001, 0.473416, 3.075264], [3.559748, -0.568563, 1.721088], [3.253150, 2.130138, 1.488272], [1.585003, 1.742183, 1.647746], [3.574485, 0.633512, -0.369842], [1.689654, 2.897976, -0.627788], [2.406036, 2.149331, -1.915198], [0.278421, 1.393560, -1.185271], [-0.377416, -1.380907, -1.056982], [-2.766486, -0.981123, -0.803474], [-1.883552, -0.134976, 0.539423], [-3.071623, 1.051484, -2.035704], [-1.315491, 2.658726, -1.300545], [-1.954471, 2.595951, 0.361560], [-2.868684, 3.301860, -0.907924], [-4.062174, 1.110659, 0.845649], [-4.883939, 1.955720, -0.487871], [-4.882967, 0.222641, -0.416332], [-1.298913, -2.075117, -2.857002]],
  "forces_ev_per_a": [[0.0, -0.1, 0.4], [-0.6, 1.0, 0.1], [0.6, -0.4, 2.0], [-0.2, -0.9, -1.7], [0.1, -1.2, -1.1], [-0.3, -0.2, -0.2], [-0.8, 1.2, -0.3], [0.6, 0.8, 0.3], [-0.5, -0.5, -0.7], [-0.8, -0.2, 0.2], [0.0, 4.3, 0.2], [0.6, -2.9, -0.3], [0.6, 1.2, -0.5], [-1.8, -1.2, 0.4], [0.0, 0.0, -0.6], [-0.5, -0.2, -0.8], [-0.4, 0.0, 0.2], [0.7, 0.7, -0.7], [0.1, -0.4, -0.2], [0.0, 0.9, -0.5], [0.7, 0.0, 1.5], [0.4, 0.6, -0.1], [-0.1, -0.3, 0.1], [0.1, 1.2, 0.6], [-0.3, -0.6, 0.3], [0.0, 0.3, 0.2], [0.0, 0.3, -0.1], [0.5, -0.7, -0.6], [0.0, 0.0, 0.1], [0.0, -0.5, 0.1], [0.1, -0.2, -0.1], [0.6, -0.5, 0.0], [0.1, 0.0, 0.6], [0.3, -0.5, 0.6], [-0.2, -0.4, 0.0], [0.5, 0.2, 0.4], [-0.1, -0.2, -0.4], [0.0, 0.1, 0.6], [0.1, -0.2, 0.0], [0.3, -0.1, 0.2], [-0.2, -0.1, -0.2], [-0.2, 0.1, 0.6], [0.3, -0.1, 0.2], [0.1, -0.5, -0.2], [-0.5, 0.2, -0.6]],
  "nbo_charge": [0.337, -0.776, 0.595, -0.850, -0.665, -0.196, -0.403, -0.407, -0.135, -0.829, 0.724, -0.633, -0.650, -0.184, -0.372, -0.223, -0.612, -0.601, 0.782, -0.572, -0.666, 0.394, 0.375, 0.403, 0.185, 0.191, 0.216, 0.209, 0.224, 0.203, 0.206, 0.354, 0.372, 0.413, 0.234, 0.216, 0.217, 0.198, 0.202, 0.201, 0.216, 0.198, 0.211, 0.213, 0.484]
}



Record 3
{
  "formula": "C11H8ClNO4Tl",
  "method": "wB97M-V/def2-TZVPD",
  "charge": 3,
  "lumo_energy_ev": -15.0,
  "e_homo_ev": -19.531,
  "total_energy_ev": -38396.5422,
  "molar_mass_g_mol": 458.0,
  "homo_lumo_gap_ha": 0.166,
  "symbols": ["Tl", "O", "C", "C", "O", "C", "O", "C", "O", "C", "H", "H", "C", "H", "H", "Cl", "C", "C", "C", "C", "N", "C", "H", "H", "H", "H"],
  "positions_angstrom": [[-0.004591, 0.146998, -0.992777], [-0.009659, 3.993896, -0.892645], [-0.012213, 2.827440, -0.995316], [0.006865, -2.511108, -1.273854], [0.006515, -3.613593, -1.015580], [2.622841, 0.215973, -1.154001], [3.752155, 0.182831, -1.122606], [-2.628744, 0.206249, -1.153830], [-3.762142, 0.168498, -1.123005], [-0.004725, 0.862420, -3.761375], [-0.933807, 1.445244, -3.694671], [0.922204, 1.448648, -3.694666], [-0.002294, -0.484915, -3.752697], [0.927257, -1.068697, -3.692198], [-0.929746, -1.071998, -3.691799], [0.063998, 2.398304, 4.181438], [0.031275, 0.884918, 3.396254], [0.007765, -0.338383, 4.102758], [-0.021151, -1.535385, 3.356070], [-0.026178, -1.435083, 1.963312], [-0.002371, -0.262310, 1.352215], [0.027275, 0.896292, 2.003669], [0.013231, -0.304104, 5.201660], [-0.039083, -2.544540, 3.780891], [-0.050183, -2.290263, 1.290599], [0.045495, 1.782660, 1.382162]],
  "forces_ev_per_a": [[0.0, -0.5, 0.1], [0.0, -6.7, -0.7], [0.0, 6.5, 0.8], [0.0, -2.5, 0.9], [0.0, 2.4, -0.8], [2.4, -0.1, 0.2], [-2.5, 0.1, -0.1], [-2.9, -0.1, 0.2], [3.0, 0.1, -0.1], [0.0, 1.6, 1.6], [0.3, -0.3, -0.5], [-0.3, -0.3, -0.5], [0.0, -1.6, 1.4], [-0.3, 0.3, -0.5], [0.3, 0.3, -0.5], [0.0, -0.3, 0.1], [0.0, 0.2, 0.1], [0.0, -0.2, -0.5], [0.0, 0.7, -0.1], [0.0, -1.1, -0.2], [0.0, 0.8, -2.0], [0.0, 0.2, 0.6], [0.0, -0.2, -0.5], [0.0, 0.5, 0.1], [0.0, -0.1, 0.6], [0.0, 0.3, 0.6]],
  "lowdin_charge": [0.923, 0.204, 0.088, 0.040, 0.221, 0.060, 0.229, 0.064, 0.226, -0.001, 0.102, 0.103, -0.022, 0.100, 0.100, 0.849, -0.601, 0.042, 0.057, -0.085, -0.045, -0.153, 0.156, 0.155, 0.106, 0.081]
}